Entry 1:
Entry from the Open Molecules 2025 dataset: C26H41N5O3S in the gas phase at a distorted geometry (ωB97M-V/def2-TZVPD).

Geometry as XYZ:
```
76
C26H41N5O3S (ωB97M-V/def2-TZVPD)
C 3.12 2.81 1.06
C 4.14 1.76 0.82
N 5.42 2.03 0.66
N 6.05 0.87 0.48
C 5.19 -0.18 0.51
C 3.94 0.37 0.73
S 2.39 -0.45 0.88
O 1.73 -0.03 2.08
O 2.62 -1.87 0.74
N 1.57 0.05 -0.49
C 0.42 0.85 -0.57
C -0.25 1.02 -1.79
C -1.39 1.80 -1.86
C -1.90 2.45 -0.75
C -1.23 2.28 0.45
C -0.09 1.50 0.55
H 0.38 1.38 1.51
H -1.60 2.77 1.34
C -3.14 3.31 -0.83
C -4.36 2.48 -1.24
H -4.52 1.68 -0.53
H -5.25 3.11 -1.27
H -4.22 2.04 -2.22
C -2.93 4.47 -1.81
H -2.78 4.11 -2.82
H -3.80 5.13 -1.81
H -2.06 5.06 -1.52
H -3.33 3.73 0.16
H -1.88 1.89 -2.82
H 0.09 0.52 -2.68
C 2.22 -0.40 -1.70
H 2.33 0.43 -2.41
H 3.22 -0.75 -1.42
C 1.47 -1.55 -2.40
O 1.05 -1.45 -3.54
N 1.37 -2.65 -1.64
H 1.73 -2.60 -0.69
C 0.45 -3.73 -1.94
C -0.68 -3.75 -0.91
H -0.24 -3.85 0.09
H -1.31 -4.63 -1.08
C -1.52 -2.48 -0.99
N -2.35 -2.26 0.18
C -3.42 -1.32 -0.11
C -4.35 -1.17 1.09
C -3.57 -0.66 2.30
C -4.48 -0.53 3.53
H -3.91 -0.16 4.38
H -5.29 0.17 3.33
H -4.90 -1.49 3.79
C -2.42 -1.63 2.56
C -1.56 -1.77 1.30
H -0.75 -2.46 1.51
H -1.11 -0.79 1.07
H -2.83 -2.61 2.82
H -1.80 -1.28 3.38
H -3.16 0.32 2.06
H -4.78 -2.14 1.32
H -5.16 -0.49 0.84
H -3.99 -1.70 -0.96
H -3.01 -0.33 -0.38
H -0.87 -1.61 -1.16
H -2.18 -2.56 -1.86
H 1.00 -4.67 -1.92
H 0.07 -3.56 -2.94
C 5.63 -1.58 0.33
H 4.78 -2.24 0.46
H 6.06 -1.73 -0.66
H 6.39 -1.83 1.07
C 7.47 0.83 0.29
H 7.95 0.26 1.08
H 7.71 0.38 -0.67
H 7.82 1.86 0.31
H 3.61 3.77 1.19
H 2.43 2.88 0.21
H 2.54 2.57 1.94
```

Properties
electronic energy: -1913.0431 Eh
multiplicity: 1
gap between HOMO and LUMO: 8.65 eV
largest force on an atom: 1.22 eV Å⁻¹
SMILES string: Cc1nn(C)c(C)c1S(=O)(=O)N(CC(=O)NCCCN1CCC(C)CC1)c1ccc(C(C)C)cc1
ΔE to the lowest compared entry with this formula, charge and spin: 0.00 kJ/mol

Here are the Löwdin charges for atoms 1 to 5, given in e: -0.013, -0.312, 0.134, -0.156, -0.239

Entry 2:
Entry from the Open Molecules 2025 dataset: a molecular structure, C26H42BClN6O2Pd (ωB97M-V/def2-TZVPD).

Geometry as XYZ:
```
79
C26H42BClN6O2Pd (ωB97M-V/def2-TZVPD)
Pd -0.66 -0.60 1.14
C 1.41 3.46 -2.36
C 0.71 3.10 -1.10
C 0.74 3.73 0.13
C -0.01 2.88 0.98
N -0.46 1.84 0.31
N -0.04 1.98 -0.96
B -0.16 0.80 -1.94
N 0.97 -0.20 -1.65
N 2.02 0.20 -0.88
C 2.85 -0.84 -0.83
C 2.34 -1.91 -1.58
C 1.14 -1.46 -2.08
C 0.11 -2.19 -2.88
C 4.12 -0.74 -0.02
C 3.86 0.12 1.23
C 5.20 -0.08 -0.88
C 4.59 -2.13 0.41
N -1.55 0.12 -1.81
N -1.91 -0.63 -0.74
C -3.14 -1.06 -0.97
C -3.60 -0.58 -2.22
C -2.54 0.16 -2.72
C -2.44 0.86 -4.04
C -3.91 -1.88 0.04
C -3.10 -3.10 0.49
C -5.23 -2.36 -0.59
C -4.22 -1.00 1.26
C -0.27 3.00 2.47
C -1.68 2.50 2.78
C -0.13 4.46 2.91
C 0.74 2.15 3.23
H 1.95 4.40 -2.21
H 0.73 3.58 -3.20
H 2.14 2.69 -2.63
H 1.26 4.64 0.37
H -0.08 1.23 -3.07
H 2.74 -2.91 -1.68
H 0.49 -3.19 -3.11
H -0.12 -1.69 -3.83
H -0.82 -2.29 -2.33
H 3.53 1.12 0.95
H 4.77 0.19 1.83
H 3.07 -0.33 1.84
H 4.87 0.91 -1.20
H 5.41 -0.67 -1.77
H 6.14 0.03 -0.31
H 3.86 -2.61 1.06
H 5.54 -2.04 0.96
H 4.76 -2.78 -0.45
H -4.54 -0.77 -2.71
H -3.37 0.72 -4.59
H -1.62 0.46 -4.63
H -2.26 1.93 -3.91
H -2.70 -3.65 -0.36
H -3.73 -3.78 1.08
H -2.27 -2.77 1.11
H -5.03 -2.99 -1.46
H -5.85 -1.52 -0.90
H -5.79 -2.95 0.14
H -3.26 -0.66 1.69
H -4.76 -1.57 2.03
H -4.81 -0.13 0.98
H -2.43 3.07 2.23
H -1.89 2.57 3.85
H -1.77 1.45 2.46
H -0.82 5.11 2.36
H 0.89 4.82 2.72
H -0.34 4.56 3.98
H 0.68 1.10 2.94
H 0.57 2.23 4.31
H 1.76 2.49 3.02
Cl 1.86 -4.76 1.53
C 0.94 -3.19 1.65
C 1.15 -2.40 2.96
O 1.92 -2.80 3.83
O 0.41 -1.37 2.97
H -0.11 -3.45 1.55
H 1.22 -2.59 0.79
```

Properties
electronic energy: -2108.0355 Eh
multiplicity: 1
gap between HOMO and LUMO: 4.24 eV
largest force on an atom: 0.60 eV Å⁻¹
net charge: -2
ΔE to the lowest compared entry with this formula, charge and spin: 0.00 kJ/mol

Here are the Löwdin charges for atoms 1 to 5, given in e: 0.335, -0.048, -0.305, 0.007, -0.269

Entry 3:
Entry from the Open Molecules 2025 dataset: a molecular structure, C26H42Cl3N4NdO4Si at a distorted geometry (ωB97M-V/def2-TZVPD).

Geometry as XYZ:
```
81
C26H42Cl3N4NdO4Si (ωB97M-V/def2-TZVPD)
C 1.77 -1.52 -5.23
C 1.22 -0.25 -4.64
H 2.11 -1.33 -6.27
H 1.05 -2.37 -5.24
H 2.64 -1.86 -4.64
C 0.66 0.70 -5.39
C 0.33 0.58 -6.85
H 0.54 1.70 -4.99
H -0.39 -0.21 -7.08
H 1.22 0.39 -7.46
H -0.07 1.54 -7.20
Nd -1.32 -0.75 2.01
Cl 1.37 -0.67 1.96
Cl -3.07 -2.60 2.57
C 0.05 2.18 2.19
O -1.08 1.61 2.24
N 0.18 3.48 1.95
C -1.04 4.30 1.86
C 1.47 4.16 2.09
H 0.98 1.60 2.33
H -1.81 3.72 1.35
H -0.79 5.21 1.30
H -1.39 4.57 2.88
H 2.28 3.52 1.73
H 1.66 4.42 3.15
H 1.45 5.09 1.49
H -2.26 -1.62 -2.66
H -2.62 1.12 -4.03
C -3.19 -1.19 -2.27
C -3.40 1.11 -3.25
N -3.07 0.26 -2.11
H -3.41 -1.63 -1.30
C -2.69 0.79 -0.94
O -2.72 0.18 0.16
H -3.53 2.14 -2.90
H -2.38 1.85 -1.02
H -4.00 -1.38 -2.98
H -4.33 0.77 -3.72
O 0.93 -1.18 -2.45
C 1.47 -0.15 -3.10
C 0.02 1.92 -2.72
C 1.24 1.29 -2.48
H -0.74 1.42 -3.32
C -0.19 3.24 -2.25
H 2.59 -0.19 -3.05
C 2.23 1.94 -1.74
H -1.13 3.76 -2.50
C 0.80 3.90 -1.52
C 2.02 3.25 -1.28
H 3.18 1.42 -1.53
H 0.59 4.91 -1.15
H 2.80 3.79 -0.75
Si 0.63 -3.76 -0.58
Cl -0.81 -1.94 -0.19
C -0.76 -5.05 -0.50
C 1.48 -3.95 1.07
C 1.64 -3.81 -2.12
H -1.51 -4.77 0.28
H -0.33 -6.01 -0.23
H -1.30 -5.16 -1.45
H 1.00 -3.82 -3.02
H 2.20 -4.76 -2.06
H 2.35 -2.97 -2.16
H 2.34 -3.27 1.16
H 1.82 -4.99 1.22
H 0.80 -3.72 1.90
N 0.70 1.09 8.28
C 0.71 0.99 6.91
O 1.02 1.93 6.16
C 0.36 -0.36 6.36
C 0.23 -1.54 7.10
C -0.23 -2.70 6.47
C -0.59 -2.62 5.12
N -0.46 -1.50 4.40
C 0.08 -0.42 5.00
H 0.77 2.03 8.65
H 0.20 0.43 8.85
H 0.47 -1.55 8.17
H -0.33 -3.64 7.00
H -1.02 -3.49 4.61
H 0.29 0.42 4.33
```

Properties
electronic energy: -3767.5824 Eh
multiplicity: 4
gap between HOMO and LUMO (alpha / beta): 5.57 / 5.57 eV
largest force on an atom: 2.73 eV Å⁻¹
ΔE to the lowest compared entry with this formula, charge and spin: 307.93 kJ/mol
<S²>: 3.75

Here are the Löwdin charges for atoms 1 to 5, given in e: -0.060, -0.227, 0.068, 0.082, 0.078

Entry 4:
Entry from the Open Molecules 2025 dataset: a molecular structure, C26H42Cl3N4O4SiSr at a distorted geometry (ωB97M-V/def2-TZVPD).

Geometry as XYZ:
```
81
C26H42Cl3N4O4SiSr (ωB97M-V/def2-TZVPD)
C -1.18 2.29 -5.34
C -1.55 1.16 -4.41
H -1.83 2.35 -6.24
H -0.14 2.17 -5.68
H -1.24 3.26 -4.83
C -2.32 0.14 -4.86
C -3.05 0.06 -6.17
H -2.53 -0.74 -4.23
H -2.41 0.02 -7.08
H -3.74 0.91 -6.34
H -3.71 -0.84 -6.18
Sr 1.64 -0.46 1.91
Cl -0.18 1.84 2.70
Cl 3.45 0.59 -0.13
C -1.63 -1.16 2.25
O -0.56 -1.79 2.11
N -2.81 -1.71 2.59
C -2.96 -3.17 2.65
C -4.03 -0.93 2.80
H -1.65 -0.07 2.12
H -1.95 -3.59 2.74
H -3.45 -3.57 1.74
H -3.58 -3.41 3.52
H -3.74 0.11 2.97
H -4.58 -1.32 3.67
H -4.71 -0.98 1.93
H 2.04 -0.73 -2.78
H 0.08 -2.21 -3.61
C 2.47 -1.66 -2.38
C 0.54 -3.01 -3.02
N 1.36 -2.47 -1.93
H 3.15 -1.44 -1.55
C 1.21 -2.81 -0.63
O 1.94 -2.38 0.29
H -0.24 -3.64 -2.58
H 0.37 -3.51 -0.46
H 2.97 -2.16 -3.23
H 1.18 -3.58 -3.70
O 0.32 0.95 -2.87
C -1.07 1.20 -2.94
C -1.52 -0.95 -1.71
C -2.01 0.29 -2.10
H -0.47 -1.15 -1.92
C -2.33 -1.91 -1.07
H -1.19 2.23 -2.63
C -3.33 0.62 -1.73
H -1.86 -2.86 -0.78
C -3.71 -1.66 -0.97
C -4.21 -0.36 -1.23
H -3.73 1.63 -1.91
H -4.38 -2.47 -0.64
H -5.29 -0.18 -1.09
Si 1.61 1.67 -1.73
Cl 0.11 0.59 0.05
C 3.15 1.22 -2.87
C 2.03 3.20 -0.48
C 1.01 3.03 -3.02
H 3.46 0.17 -3.00
H 4.08 1.74 -2.55
H 2.92 1.56 -3.89
H 1.16 2.73 -4.09
H 1.59 3.95 -2.87
H -0.05 3.30 -2.89
H 1.63 3.10 0.55
H 1.63 4.17 -0.81
H 3.12 3.37 -0.37
N 4.02 0.72 9.23
C 2.84 0.99 8.59
O 1.85 1.39 9.20
C 2.82 0.70 7.11
C 3.82 -0.03 6.42
C 3.66 -0.26 5.03
N 2.53 0.10 4.37
C 1.61 0.84 5.02
C 1.71 1.17 6.38
H 4.05 1.06 10.19
H 4.89 0.71 8.73
H 4.71 -0.43 6.90
H 4.47 -0.74 4.46
H 0.76 1.22 4.40
H 0.95 1.79 6.85
```

Properties
electronic energy: -3236.8715 Eh
multiplicity: 1
gap between HOMO and LUMO: 5.33 eV
largest force on an atom: 4.30 eV Å⁻¹
net charge: -1
ΔE to the lowest compared entry with this formula, charge and spin: 449.63 kJ/mol

Here are the Löwdin charges for atoms 1 to 5, given in e: -0.053, -0.199, 0.068, 0.082, 0.077